(1)
# C29H49I2MgN3O3S

A molecular structure, C29H49I2MgN3O3S at a distorted geometry (ωB97M-V/def2-TZVPD, the Open Molecules 2025 dataset).

As for the HOMO-LUMO gap: 3.25 eV. Its multiplicity is 1. The net charge is +2. For the HOMO energy, the calculation gives -11.26 eV. For the LUMO energy, the calculation gives -8.01 eV.

Geometry as XYZ:
```
88
Properties=species:S:1:pos:R:3:lowdin_charge:R:1
C 7.31143 4.18566 2.12033 -0.0835
C 6.01719 3.37332 1.97653 -0.2539
C 5.15176 3.78609 0.77675 -0.1824
C 5.41987 3.04833 -0.55624 -0.1751
C 6.79078 2.40235 -0.72727 -0.1795
C 6.95790 1.56485 -2.00947 -0.1659
C 6.00590 0.38249 -2.10804 -0.1956
C 6.22207 -0.69914 -1.04622 -0.1620
C 5.09835 -1.73200 -0.92999 -0.1708
C 3.82597 -1.20406 -0.24799 -0.1799
C 2.73072 -2.27433 -0.20637 -0.0850
C 1.27437 -1.86785 -0.61002 -0.1335
C 0.90774 -0.37417 -0.81128 -0.2991
O 1.44506 0.50595 -1.55329 -0.0302
N -0.22164 -0.04243 -0.12528 0.1783
C -0.91732 -1.35169 0.13196 -0.3333
C -1.52544 -1.81592 -1.21085 -0.1437
C -3.04721 -2.03633 -1.26888 -0.1850
C -3.78510 -0.77593 -1.73831 -0.2005
C -5.31080 -0.82513 -1.55171 -0.1715
C -5.86535 0.31109 -0.66644 -0.1977
C -6.93174 1.18941 -1.34861 -0.2751
C -8.34968 0.74682 -1.01646 -0.4661
S -9.54649 1.90611 -1.74533 1.0150
C -10.61441 2.21235 -0.41969 -0.7184
N -11.32024 3.27005 -0.29559 0.0465
N -12.06137 3.10299 0.87381 0.0634
C -11.73340 1.96643 1.33680 -0.1992
O -10.81356 1.32700 0.58448 0.0304
C -1.86450 -1.22432 1.31336 -0.1635
O -2.80162 -0.20257 1.11012 -0.1733
C -3.17114 0.53268 2.27231 -0.0561
C 0.34320 -2.14939 0.60613 -0.3407
C 0.20188 -3.54823 1.09419 -0.7128
I -0.51491 -5.03016 -0.20190 1.1122
C 0.51307 -3.93939 2.33474 -0.7719
C 0.36214 -5.33267 2.87760 -0.2055
I 1.28900 -2.57798 3.75038 0.9770
H 7.12795 5.21058 1.80052 0.0806
H 7.61129 4.20977 3.16437 0.0809
H 8.12853 3.77905 1.52721 0.0673
H 5.42036 3.57501 2.86608 0.1096
H 6.22300 2.30165 1.98492 0.0979
H 5.23500 4.85999 0.62349 0.1204
H 4.11430 3.59814 1.06069 0.1039
H 5.31686 3.77587 -1.36571 0.1329
H 4.56382 2.31938 -0.70652 0.0400
H 7.05036 1.77853 0.12516 0.1010
H 7.52296 3.20804 -0.76317 0.1374
H 6.86407 2.20798 -2.88534 0.1293
H 7.97097 1.16195 -2.02412 0.1372
H 4.98512 0.83939 -2.11224 0.0317
H 6.12900 -0.06845 -3.09241 0.1422
H 7.11707 -1.23185 -1.36981 0.1405
H 6.44719 -0.29601 -0.05730 0.1207
H 5.40511 -2.66785 -0.46975 0.1390
H 4.81321 -1.98663 -1.95864 0.1324
H 3.51034 -0.38334 -0.86343 0.0044
H 4.10731 -0.90482 0.76290 0.1476
H 3.03907 -3.05194 -0.90386 0.1284
H 2.74593 -2.73832 0.77759 0.1102
H 1.03656 -2.44045 -1.50546 0.1443
H -0.02982 0.49905 0.71488 0.1828
H -1.29964 -1.08557 -1.99199 0.1280
H -1.05594 -2.73925 -1.53179 0.0177
H -3.45516 -2.43739 -0.34304 0.1074
H -3.21087 -2.80122 -2.03114 0.1212
H -3.34413 0.08615 -1.23909 0.0940
H -3.54327 -0.65261 -2.79733 0.1142
H -5.62298 -1.80619 -1.19527 0.1125
H -5.75480 -0.69396 -2.53929 0.1048
H -6.27760 -0.10622 0.25542 0.1087
H -5.06266 0.97828 -0.35105 0.0938
H -6.79583 2.21353 -0.99982 0.1042
H -6.77439 1.18949 -2.42795 0.1066
H -8.51346 0.66218 0.05430 0.0804
H -8.53829 -0.23332 -1.45539 0.0835
H -12.14712 1.54323 2.23420 0.1327
H -2.39279 -2.18194 1.39822 0.1424
H -1.30389 -1.11082 2.24876 0.1141
H -4.25174 0.66323 2.27280 0.0898
H -2.89844 0.01918 3.19378 0.0925
H -2.72826 1.52934 2.23061 0.0916
H 0.75561 -1.47637 1.35415 0.0565
H 1.02304 -6.01043 2.33809 0.0783
H -0.67647 -5.65502 2.82827 0.0767
H 0.65354 -5.36548 3.92312 0.0468
Mg 3.28746 1.10621 -1.52283 1.1268
```


(2)
# C31H31FN3OsP2S2Te

A molecular structure, C31H31FN3OsP2S2Te (ωB97M-V/def2-TZVPD, the Open Molecules 2025 dataset).

As for the HOMO-LUMO gap (spin up / spin down): 7.09 / 6.48 eV. The energy above the lowest of the compared OMol25 structures with the same formula, charge and spin is 2.4 kcal/mol. Its multiplicity is 5. The net charge is +1. For the HOMO energy (spin up / spin down), the calculation gives -9.66 / -10.70 eV. For the LUMO energy (spin up / spin down), the calculation gives -2.58 / -4.22 eV.

Geometry as XYZ:
```
72
Properties=species:S:1:pos:R:3:mulliken_spin:R:1
Os -1.00230 1.48923 -0.04621 2.9265
S -0.89188 0.58710 2.76942 0.2438
P 0.84307 0.12899 1.90630 0.0031
C 0.44045 0.04544 0.18173 0.2664
P -0.45415 -1.27055 -0.55968 -0.0274
S -2.31666 -0.40746 -0.62327 0.0844
C -0.54235 -2.86842 0.22567 0.0302
C -1.11197 -2.95388 1.49981 0.0067
C -1.13635 -4.17078 2.15802 0.0007
C -0.61062 -5.30263 1.54440 -0.0021
C -0.06411 -5.22357 0.27203 0.0019
C -0.02550 -4.00591 -0.39260 -0.0097
C 0.18715 -1.50480 -2.22764 0.1456
C -0.66858 -1.63022 -3.31601 -0.0051
C -0.14760 -1.84386 -4.58605 0.0013
C 1.22584 -1.91998 -4.77252 0.0001
C 2.08479 -1.78149 -3.68820 0.0095
C 1.56797 -1.57483 -2.41879 -0.0068
C 1.60047 -1.37934 2.51956 -0.0369
C 1.54347 -1.64059 3.88774 0.0009
C 2.13629 -2.78781 4.39189 0.0063
C 2.78382 -3.67406 3.53965 0.0012
C 2.85216 -3.41107 2.17903 0.0096
C 2.26356 -2.26086 1.67314 0.0029
C 2.09508 1.40163 2.12746 0.0487
C 1.80020 2.60780 2.74647 -0.0165
C 2.79288 3.56931 2.88832 0.0012
C 4.07034 3.32754 2.40893 -0.0003
C 4.36924 2.11888 1.78730 0.0036
C 3.38403 1.15655 1.65042 0.0019
H -1.51578 -2.06913 1.97703 0.0025
H -1.56719 -4.23763 3.14835 -0.0002
H -0.63610 -6.25430 2.05979 0.0002
H 0.33174 -6.11013 -0.20533 0.0001
H 0.40854 -3.94929 -1.38261 0.0012
H -1.74109 -1.56631 -3.17244 -0.0058
H -0.81629 -1.95174 -5.43044 0.0000
H 1.62944 -2.08323 -5.76341 0.0000
H 3.15601 -1.83076 -3.83265 0.0005
H 2.24524 -1.44510 -1.58293 -0.0263
H 1.02301 -0.96223 4.55272 -0.0040
H 2.09134 -2.99269 5.45341 0.0002
H 3.23844 -4.57186 3.93869 0.0000
H 3.36025 -4.09692 1.51382 0.0002
H 2.32444 -2.05879 0.61127 0.0166
H 0.79861 2.79243 3.11193 -0.0051
H 2.56457 4.50901 3.37381 -0.0003
H 4.84102 4.07918 2.52236 0.0000
H 5.36887 1.92809 1.42017 0.0000
H 3.62578 0.20975 1.17999 -0.0098
C 0.20301 1.89814 -4.53032 0.0084
Te -0.87278 2.67029 -2.88477 0.1923
C -2.76793 1.98441 -3.54497 -0.0066
H 0.00337 2.53322 -5.38799 0.0133
H -0.11775 0.87504 -4.70459 -0.0040
H 1.25981 1.91690 -4.27609 -0.0004
H -2.60714 1.06123 -4.09840 0.0011
H -3.24187 2.73085 -4.17533 0.0047
H -3.38279 1.77655 -2.67232 0.0013
F 0.01120 3.04688 0.32626 0.1291
N -4.27533 5.88212 -0.65871 -0.0017
C -4.12657 4.65398 -0.09853 0.0037
C -2.95074 3.91248 -0.29377 -0.0106
N -2.82425 2.70157 0.22781 -0.0236
C -3.83098 2.19930 0.96451 0.0072
C -4.97401 2.95138 1.13501 -0.0047
N -5.13672 4.16207 0.61028 0.0097
H -3.49112 6.36350 -1.05857 0.0002
H -5.08137 6.42214 -0.39529 0.0000
H -2.10467 4.31745 -0.83349 0.0105
H -3.69797 1.22225 1.40360 0.0089
H -5.79299 2.55958 1.72581 -0.0007
```


(3)
# C9H14

2 unconnected molecules or ions with the total composition C9H14 at a distorted geometry (ωB97M-V/def2-TZVPD, the Open Molecules 2025 dataset).

As for the HOMO-LUMO gap: 9.87 eV. The energy above the lowest of the compared OMol25 structures with the same formula, charge and spin is 64.8 kcal/mol. Its multiplicity is 1. For the HOMO energy, the calculation gives -8.92 eV. For the LUMO energy, the calculation gives 0.95 eV.

Geometry as XYZ:
```
23
Properties=species:S:1:pos:R:3:lowdin_charge:R:1
C -2.08910 -1.02280 -0.41548 -0.0838
C -0.19749 0.17146 -1.59408 -0.0930
C -1.22568 0.20504 -0.69184 -0.2788
C 0.41646 1.32486 -2.14140 -0.1084
C -1.79735 1.48415 -0.22591 -0.0066
C -0.19980 2.55446 -1.86872 -0.1382
C -1.16895 2.60339 -0.86945 -0.1321
H 0.30397 -0.74150 -2.14323 0.1497
H 1.39468 1.40319 -2.59670 0.0949
H -1.80421 -2.11829 -0.32316 0.0890
H -2.63228 -1.10826 -1.37180 0.0792
H -2.39795 1.72147 0.61582 0.0876
H -0.01460 3.63019 -2.50828 0.1643
H -1.61176 3.63826 -0.71809 0.1084
H -2.83751 -0.94776 0.37966 0.0673
C 2.41363 -1.31106 2.60747 -0.1617
C 1.49667 -1.87186 1.45980 -0.1412
H 3.20742 -0.55307 2.40429 0.0673
H 1.74520 -0.83999 3.27726 0.0357
H 3.11822 -2.00384 3.04338 0.0471
H 1.88890 -1.63661 0.53718 0.0128
H 1.49695 -3.05523 1.55629 0.1055
H 0.49458 -1.52619 1.58700 0.0349
```


(4)
# C4H5NO

A single C4H5NO molecule at a distorted geometry (ωB97M-V/def2-TZVPD, the Open Molecules 2025 dataset).

As for the HOMO-LUMO gap: 8.87 eV. The energy above the lowest of the compared OMol25 structures with the same formula, charge and spin is 29.8 kcal/mol. Its multiplicity is 1. For the HOMO energy, the calculation gives -7.94 eV. For the LUMO energy, the calculation gives 0.93 eV.

Geometry as XYZ:
```
11
Properties=species:S:1:pos:R:3:lowdin_charge:R:1
C 0.59905 0.16147 0.65324 -0.3450
C 0.79408 -0.21788 -0.67423 -0.0734
C -0.42293 -0.20807 -1.28503 -0.1837
C -0.74416 0.56026 0.76529 -0.0332
H 2.11031 -0.62022 1.58743 0.1797
H 1.66352 -0.72227 -0.97496 0.0866
H -0.57271 -0.66134 -2.32424 0.1424
H -2.32492 0.21869 -0.69749 0.1376
H -1.15520 1.03834 1.62934 0.1039
N -1.35746 0.27854 -0.48278 0.0178
O 1.41042 0.17248 1.80343 -0.0325
```